[1]
DFT (ωB97M-V/def2-TZVPD) results for a cluster of 2 separate species, C18H18N6O5 in total.

Geometry as ORCA input:
```
! RIJCOSX wB97M-V def2-TZVPD def2/J DEFGRID3
* xyz 0 1
N 2.923 1.950 -2.330
C 2.334 0.958 -2.193
C 1.639 -0.248 -2.056
C 0.257 -0.288 -2.102
C -0.353 -1.537 -2.049
N -1.655 -1.998 -2.098
O -2.635 -1.226 -2.233
O -1.751 -3.335 -1.979
N -0.507 -3.756 -1.857
C 0.356 -2.718 -1.886
C 1.769 -2.664 -1.757
N 2.571 -3.844 -1.520
O 2.016 -4.947 -1.415
O 3.797 -3.708 -1.428
C 2.376 -1.440 -1.864
H -0.331 0.624 -2.109
H 3.451 -1.387 -1.777
C -3.283 3.505 0.545
C -3.189 2.062 0.096
N -2.270 1.270 0.912
C -2.817 0.583 2.095
C -3.145 -0.866 1.807
C -0.908 1.205 0.537
C -0.018 0.353 1.221
N 1.371 0.459 1.133
C 1.973 1.618 0.701
C 3.331 1.747 0.667
C 4.133 0.696 1.073
C 3.546 -0.472 1.527
C 2.181 -0.571 1.560
O -0.515 1.905 -0.410
H -3.901 4.107 -0.126
H -3.700 3.586 1.550
H -2.293 3.961 0.573
H -4.169 1.574 0.115
H -2.837 1.997 -0.939
H -2.111 0.692 2.925
H -3.714 1.126 2.416
H -3.547 -1.377 2.683
H -3.876 -0.951 1.003
H -2.266 -1.418 1.476
H -0.410 -0.391 1.888
H 1.332 2.431 0.402
H 3.775 2.673 0.337
H 5.204 0.800 1.065
H 4.158 -1.282 1.881
H 1.707 -1.455 1.940
*
```

frontier orbital gap = 5.3 eV
energy relative to the best compared isomer or geometry (same formula, charge and spin) = 4.545 eV
highest occupied orbital energy = -0.2729 Ha

Atomic charges from the natural (NBO) analysis, expressed in e, are listed below:
1 N -0.29
2 C 0.29
3 C -0.23
4 C -0.06
5 C 0.05
6 N 0.39
7 O -0.40
8 O -0.05
9 N -0.10
10 C 0.09
11 C 0.01
12 N 0.51
13 O -0.34
14 O -0.38
15 C -0.07
16 H 0.30
17 H 0.27
18 C -0.62
19 C -0.21
20 N -0.46
21 C -0.21
22 C -0.62
23 C 0.61
24 C -0.36
25 N -0.23
26 C 0.01
27 C -0.19
28 C -0.21
29 C -0.23
30 C 0.01
31 O -0.75
32 H 0.21
33 H 0.20
34 H 0.22
35 H 0.19
36 H 0.22
37 H 0.20
38 H 0.20
39 H 0.21
40 H 0.22
41 H 0.20
42 H 0.20
43 H 0.27
44 H 0.24
45 H 0.23
46 H 0.24
47 H 0.22

[2]
DFT (ωB97M-V/def2-TZVPD) results for a structure of composition C18H18NO4Ti.

Geometry as ORCA input:
```
! RIJCOSX wB97M-V def2-TZVPD def2/J DEFGRID3
* xyz -1 3
C 0.800 -1.825 3.273
C -0.348 -2.495 2.683
C -0.209 -2.417 1.268
H -1.116 -3.048 3.237
C 1.001 -1.693 0.970
C 1.594 -1.302 2.237
H 2.545 -0.815 2.405
H 1.127 -1.910 4.292
H -0.867 -2.890 0.543
H 1.425 -1.539 -0.022
C -0.583 2.444 1.556
C -0.260 2.308 2.951
C 1.010 1.677 3.057
H -0.836 2.714 3.789
C 1.496 1.445 1.740
C 0.496 1.877 0.804
H 0.583 1.869 -0.294
H -1.454 2.985 1.145
H 1.535 1.470 4.000
H 2.508 1.111 1.502
Ti -0.530 -0.027 1.675
O -1.472 -0.325 0.101
C -1.792 -0.680 -1.421
C -0.750 -1.064 -2.422
H -2.468 -1.520 -1.558
H -2.398 0.152 -1.833
H -0.213 -1.962 -2.176
H 0.956 -1.879 -4.159
C 0.665 -0.841 -4.364
C -0.216 -0.240 -3.411
C -0.532 1.146 -3.568
H -1.080 1.677 -2.804
C -0.189 1.807 -4.746
H -0.552 2.825 -4.915
C 0.541 1.147 -5.745
H 0.699 1.648 -6.716
C 0.974 -0.193 -5.528
H 1.489 -0.707 -6.331
O 0.335 -0.399 5.079
N -0.850 -0.294 4.821
O -1.780 -0.395 5.569
O -1.285 0.160 3.314
*
```

frontier orbital gap (alpha / beta) = 5.2 / 5.4 eV
energy relative to the best compared isomer or geometry (same formula, charge and spin) = 2.344 eV
highest occupied orbital energy (alpha / beta) = -0.0923 / -0.1424 Ha
<S²> = 2.06

Atomic charges from the natural (NBO) analysis, expressed in e, are listed below:
1 C -0.26
2 C -0.33
3 C -0.31
4 H 0.21
5 C -0.40
6 C -0.31
7 H 0.21
8 H 0.23
9 H 0.22
10 H 0.22
11 C -0.35
12 C -0.22
13 C -0.32
14 H 0.22
15 C -0.29
16 C -0.41
17 H 0.23
18 H 0.22
19 H 0.23
20 H 0.22
21 Ti 1.33
22 O -0.78
23 C -0.10
24 C -0.11
25 H 0.18
26 H 0.17
27 H 0.19
28 H 0.21
29 C -0.17
30 C -0.10
31 C -0.19
32 H 0.22
33 C -0.22
34 H 0.21
35 C -0.22
36 H 0.20
37 C -0.23
38 H 0.21
39 O -0.40
40 N 0.69
41 O -0.39
42 O -0.68

[3]
DFT (ωB97M-V/def2-TZVPD) results for a cluster of 2 separate species, C18H18NO7P in total.

Geometry as ORCA input:
```
! RIJCOSX wB97M-V def2-TZVPD def2/J DEFGRID3
* xyz 0 1
C -1.148 -3.024 1.999
C -2.224 -2.058 1.587
C -3.211 -2.287 0.708
P -3.430 -3.828 -0.215
O -4.775 -4.007 -0.729
O -2.894 -5.045 0.662
O -2.338 -3.706 -1.398
C -4.183 -1.168 0.451
O -5.351 -1.337 0.280
C -3.568 0.182 0.466
C -4.023 1.177 -0.397
C -3.397 2.415 -0.360
C -2.352 2.667 0.527
C -1.896 1.685 1.415
C -0.754 1.991 2.346
C 0.499 1.240 1.965
O 0.935 1.737 0.684
C 1.641 0.893 -0.055
O 2.074 1.176 -1.122
C -2.528 0.430 1.361
C -2.141 -0.707 2.233
O -1.775 -0.587 3.374
H -1.550 -3.949 2.386
H -0.502 -3.208 1.142
H -0.524 -2.555 2.750
H -2.024 -5.324 0.350
H -1.637 -3.088 -1.154
H -4.832 0.962 -1.075
H -3.705 3.204 -1.029
H -1.853 3.624 0.541
H -0.507 3.043 2.227
H -1.011 1.799 3.378
H 0.326 0.171 1.883
H 1.291 1.394 2.694
H 1.801 -0.110 0.360
N 6.941 2.380 -3.346
C 7.067 1.023 -3.463
C 5.924 0.454 -2.968
C 5.072 1.508 -2.535
C 5.730 2.683 -2.782
H 7.631 3.050 -3.629
H 7.952 0.582 -3.888
H 5.718 -0.603 -2.923
H 4.092 1.413 -2.094
H 5.441 3.705 -2.608
*
```

SMILES string = CC1=C(P(=O)(O)O)C(=O)c2cccc(CCOC=O)c2C1=O.c1cc[nH]c1
frontier orbital gap = 6.7 eV
highest occupied orbital energy = -0.2982 Ha

Atomic charges from the natural (NBO) analysis, expressed in e, are listed below:
1 C -0.67
2 C 0.02
3 C -0.50
4 P 2.35
5 O -1.04
6 O -0.98
7 O -0.98
8 C 0.53
9 O -0.45
10 C -0.12
11 C -0.16
12 C -0.18
13 C -0.18
14 C 0.02
15 C -0.46
16 C -0.06
17 O -0.50
18 C 0.65
19 O -0.55
20 C -0.09
21 C 0.52
22 O -0.51
23 H 0.26
24 H 0.21
25 H 0.24
26 H 0.51
27 H 0.50
28 H 0.24
29 H 0.22
30 H 0.22
31 H 0.22
32 H 0.25
33 H 0.17
34 H 0.20
35 H 0.09
36 N -0.51
37 C -0.08
38 C -0.30
39 C -0.31
40 C -0.08
41 H 0.41
42 H 0.21
43 H 0.21
44 H 0.25
45 H 0.21

[4]
DFT (ωB97M-V/def2-TZVPD) results for a structure of composition C18H19AgF3O2SiTe.

Geometry as ORCA input:
```
! RIJCOSX wB97M-V def2-TZVPD def2/J DEFGRID3
* xyz -1 1
Ag -1.160 -2.017 1.171
F -4.208 -5.753 2.507
C -3.608 -5.535 1.326
F -4.584 -5.256 0.434
F -3.053 -6.707 0.945
C -2.554 -4.399 1.373
O -2.442 -3.775 2.442
O -1.932 -4.231 0.305
C 3.573 -1.845 -0.454
Te 1.478 -2.106 -0.064
C 1.251 -0.129 -0.806
C 2.587 0.286 -1.366
C 2.728 1.506 -2.030
C 3.952 1.900 -2.541
C 5.062 1.074 -2.390
C 4.932 -0.132 -1.723
C 3.701 -0.537 -1.204
H 3.932 -2.683 -1.048
H 4.125 -1.820 0.485
H 0.935 0.521 0.006
H 0.468 -0.134 -1.562
H 1.860 2.147 -2.136
H 4.045 2.848 -3.056
H 6.023 1.372 -2.789
H 5.796 -0.776 -1.599
C -2.886 0.181 -1.107
Si -2.275 0.122 0.685
C -3.825 0.514 1.686
C -1.215 1.696 0.860
C -1.007 2.596 -0.190
C -0.167 3.699 -0.056
C 0.485 3.935 1.145
C 0.287 3.062 2.210
C -0.545 1.961 2.061
H -3.507 1.067 -1.295
H -3.493 -0.707 -1.302
H -2.070 0.174 -1.835
H -4.294 1.418 1.281
H -3.609 0.680 2.745
H -4.538 -0.312 1.622
H -1.507 2.432 -1.139
H -0.021 4.373 -0.893
H 1.146 4.787 1.251
H 0.795 3.234 3.152
H -0.662 1.273 2.894
*
```

frontier orbital gap = 6.6 eV
highest occupied orbital energy = -0.1550 Ha

Atomic charges from the natural (NBO) analysis, expressed in e, are listed below:
1 Ag 0.51
2 F -0.33
3 C 0.88
4 F -0.33
5 F -0.34
6 C 0.66
7 O -0.72
8 O -0.73
9 C -0.66
10 Te 0.43
11 C -0.67
12 C 0.05
13 C -0.21
14 C -0.22
15 C -0.22
16 C -0.21
17 C -0.06
18 H 0.22
19 H 0.22
20 H 0.25
21 H 0.23
22 H 0.21
23 H 0.21
24 H 0.20
25 H 0.20
26 C -1.11
27 Si 0.86
28 C -1.10
29 C -0.44
30 C -0.23
31 C -0.23
32 C -0.24
33 C -0.23
34 C -0.16
35 H 0.21
36 H 0.24
37 H 0.22
38 H 0.21
39 H 0.23
40 H 0.23
41 H 0.21
42 H 0.20
43 H 0.20
44 H 0.20
45 H 0.20

[5]
DFT (ωB97M-V/def2-TZVPD) results for a structure of composition C18H19AuBrNO2SSe2.

Geometry as ORCA input:
```
! RIJCOSX wB97M-V def2-TZVPD def2/J DEFGRID3
* xyz 2 1
Au 1.163 0.167 -0.579
C -2.054 -3.584 1.081
Se -0.614 -2.306 1.039
C 0.710 -3.430 0.119
C 0.705 -3.427 -1.410
Se 1.712 -1.982 -2.290
C 0.441 -1.519 -3.672
H -1.792 -4.375 1.780
H -2.216 -3.979 0.081
H -2.934 -3.046 1.415
H 0.468 -4.435 0.462
H 1.678 -3.151 0.530
H -0.297 -3.421 -1.832
H 1.215 -4.325 -1.751
H -0.419 -1.037 -3.218
H 0.169 -2.433 -4.195
H 0.948 -0.838 -4.350
S 5.449 0.478 0.897
C 4.124 -0.150 0.057
N 2.979 0.441 0.285
C 3.115 1.505 1.196
C 2.105 2.354 1.653
C 2.441 3.351 2.542
C 3.763 3.505 2.987
C 4.766 2.667 2.552
C 4.427 1.666 1.643
H 4.233 -0.981 -0.628
H 1.077 2.235 1.312
H 1.674 4.022 2.907
H 3.998 4.299 3.685
H 5.784 2.779 2.908
Br -3.331 4.784 -1.144
C -3.672 2.963 -0.772
C -4.931 2.557 -0.362
C -5.153 1.216 -0.069
C -4.130 0.292 -0.170
C -2.875 0.713 -0.591
C -2.643 2.054 -0.907
C -1.733 -0.229 -0.629
O -1.801 -1.309 0.006
O -0.699 0.104 -1.355
H -5.733 3.277 -0.275
H -6.139 0.896 0.248
H -4.308 -0.750 0.065
H -1.673 2.382 -1.252
*
```

frontier orbital gap (alpha / beta) = 5.1 / 5.1 eV
energy relative to the best compared isomer or geometry (same formula, charge and spin) = 1.172 eV
highest occupied orbital energy (alpha / beta) = -0.5066 / -0.5066 Ha

Atomic charges from the natural (NBO) analysis, expressed in e, are listed below:
1 Au 0.64
2 C -0.81
3 Se 1.36
4 C -0.59
5 C -0.60
6 Se 0.27
7 C -0.77
8 H 0.28
9 H 0.27
10 H 0.28
11 H 0.27
12 H 0.27
13 H 0.24
14 H 0.27
15 H 0.23
16 H 0.24
17 H 0.26
18 S 0.56
19 C -0.11
20 N -0.57
21 C 0.18
22 C -0.25
23 C -0.18
24 C -0.18
25 C -0.18
26 C -0.26
27 H 0.25
28 H 0.22
29 H 0.24
30 H 0.24
31 H 0.25
32 Br 0.14
33 C -0.08
34 C -0.16
35 C -0.19
36 C -0.17
37 C -0.13
38 C -0.19
39 C 0.84
40 O -0.66
41 O -0.71
42 H 0.26
43 H 0.25
44 H 0.22
45 H 0.25